(1)
# C7H16O

A cluster of 2 separate species, C7H16O in total at a distorted geometry (ωB97M-V/def2-TZVPD, OMol25).

Each line ends with the Löwdin charge.
CARTESIAN COORDINATES (ANGSTROEM)
C 0.56281 -0.50919 -0.02985  -0.31
C -0.62590 0.12036 0.03885  -0.27
C 1.45985 -0.64340 1.18492  -0.09
C 1.13098 -1.15139 -1.29589  -0.06
C -1.21587 0.66569 1.35563  -0.04
C -2.77330 -0.62605 -1.00403  -0.09
C -1.53491 0.34546 -1.18378  -0.20
H 1.18207 -1.57233 1.71078  0.09
H 1.44787 0.18811 1.90953  0.07
H 2.48501 -0.75397 0.79321  0.07
H 1.39618 -2.18929 -1.03317  0.08
H 2.02811 -0.64949 -1.69573  0.08
H 0.35982 -1.17409 -2.08418  0.06
H -1.34590 1.76045 1.32071  0.09
H -0.45630 0.42579 2.11860  0.06
H -2.17306 0.20711 1.65576  0.07
H -2.59444 -1.70407 -1.15395  0.08
H -3.50563 -0.28326 -1.75423  0.06
H -3.20307 -0.47713 0.00082  0.05
H -1.05119 0.13152 -2.15625  0.09
H -1.76014 1.42881 -1.15103  0.11
O 3.19382 2.47314 0.95189  -0.09
H 3.63113 1.77069 1.48443  0.04
H 3.36206 2.21652 0.01696  0.05

## Properties
SMILES string	CCC(C)=C(C)C.O
gap between HOMO and LUMO	9.3	eV
calculated total energy	-351.5161	a.u.
ΔE to the lowest compared entry with this formula, charge and spin	99.49	kJ/mol
LUMO energy	0.77	eV

=====

(2)
# C12H13N

A structure of composition C12H13N at a distorted geometry (ωB97M-V/def2-TZVPD, OMol25).

Each line ends with the Löwdin charge.
CARTESIAN COORDINATES (ANGSTROEM)
C -1.24639 2.93251 -0.58585  -0.16
C -1.92646 1.84736 1.50756  -0.18
C -1.03416 0.20433 -0.19297  -0.25
C -1.93802 -0.73859 -0.66599  -0.05
C -1.46145 -1.94724 -1.24162  -0.11
C -0.17299 -2.42767 -0.90003  -0.03
C 0.70727 -1.50944 -0.08346  -0.15
C 2.03295 -1.84461 0.17248  -0.07
C 3.07646 -0.85097 0.23267  -0.12
C 2.72801 0.43204 0.50914  -0.11
C 1.31838 0.78332 0.65657  -0.05
C 0.36025 -0.03618 0.09518  -0.11
H -0.54705 4.06474 0.06278  0.17
H -2.60348 3.26367 -1.05835  0.16
H -0.80368 2.36423 -1.53571  0.07
H -2.38840 3.06094 1.59325  0.11
H -2.97368 1.22204 1.89693  0.09
H -1.04312 1.42442 2.46675  0.14
H -2.93304 -0.18375 -0.92066  0.15
H -2.22955 -2.72015 -1.77265  0.14
H 0.52291 -3.28553 -1.27341  0.13
H 2.64368 -2.95109 0.21413  0.17
H 4.16218 -1.00538 0.45779  0.11
H 3.24352 1.15132 1.22265  0.12
H 1.26146 1.74670 1.22071  0.11
N -1.56785 1.53981 0.05768  -0.30

## Properties
gap between HOMO and LUMO	7.9	eV
calculated total energy	-519.4598	a.u.
ΔE to the lowest compared entry with this formula, charge and spin	951.77	kJ/mol
LUMO energy	-0.04	eV